No. 1
{
  "formula": "C24H23N4S6Sn",
  "method": "ωB97M-V with the def2-TZVPD basis set",
  "species": ["Sn", "S", "C", "C", "C", "C", "C", "C", "S", "C", "C", "C", "C", "C", "C", "C", "S", "C", "C", "C", "C", "C", "C", "S", "N", "H", "H", "H", "H", "H", "H", "H", "H", "H", "H", "H", "H", "H", "H", "H", "S", "C", "N", "C", "N", "C", "C", "N", "C", "S", "H", "H", "H", "H", "H", "H", "H", "H"],
  "xyz": [[0.030, -0.691, -0.664], [-0.327, 0.576, -2.938], [-2.066, 0.614, -2.930], [-2.724, 0.441, -4.153], [-4.098, 0.488, -4.231], [-4.858, 0.678, -3.085], [-4.224, 0.851, -1.870], [-2.841, 0.852, -1.786], [-2.170, 1.102, -0.164], [-1.428, 2.766, -0.382], [-0.079, 2.908, 0.241], [0.185, 3.976, 1.091], [1.483, 4.175, 1.525], [2.475, 3.324, 1.070], [2.120, 2.265, 0.243], [3.180, 1.393, -0.346], [2.899, -0.393, -0.142], [2.984, -0.526, 1.630], [4.233, -0.352, 2.214], [4.388, -0.414, 3.584], [3.277, -0.630, 4.386], [2.031, -0.781, 3.818], [1.865, -0.759, 2.430], [0.238, -1.068, 1.870], [0.864, 2.045, -0.124], [-2.133, 0.296, -5.044], [-4.586, 0.361, -5.185], [-5.933, 0.704, -3.145], [-4.796, 1.005, -0.971], [-2.133, 3.482, 0.043], [-1.345, 2.919, -1.459], [-0.615, 4.633, 1.394], [1.728, 4.999, 2.177], [3.505, 3.480, 1.344], [4.157, 1.634, 0.068], [3.200, 1.517, -1.430], [5.089, -0.180, 1.580], [5.366, -0.288, 4.021], [3.383, -0.670, 5.458], [1.156, -0.922, 4.434], [-4.358, -2.526, -1.064], [-2.854, -2.183, -0.812], [-1.706, -2.007, -0.553], [2.802, -5.625, -1.606], [1.861, -5.250, -0.591], [1.661, -6.072, 0.596], [0.587, -5.303, 1.388], [0.428, -4.097, 0.597], [1.143, -4.135, -0.524], [1.193, -2.912, -1.695], [2.457, -6.514, -2.135], [3.774, -5.840, -1.157], [2.905, -4.811, -2.319], [2.602, -6.158, 1.149], [1.335, -7.074, 0.310], [0.914, -5.047, 2.399], [-0.359, -5.848, 1.460], [-0.308, -3.424, 0.753]],
  "lowdin_charge": [0.607, 0.666, -0.685, -0.100, -0.054, -0.064, -0.130, -0.570, 0.932, -0.336, -0.332, 0.003, -0.021, 0.003, -0.330, -0.352, 0.893, -0.519, -0.102, -0.068, -0.062, -0.116, -0.644, 0.654, 0.087, 0.106, 0.115, 0.114, 0.108, 0.092, 0.090, 0.120, 0.119, 0.120, 0.087, 0.098, 0.110, 0.111, 0.114, 0.103, 0.709, -0.967, -0.137, -0.036, -0.156, -0.086, -0.100, 0.025, -0.733, 0.677, 0.104, 0.102, 0.059, 0.132, 0.131, 0.124, 0.129, 0.054],
  "e_lumo_ev": -4.34,
  "charge": 1,
  "de_lowest_ev": 0.0000,
  "homo_ev": -10.835,
  "energy_ev": -102061.5664,
  "orbital_gap_ev": 6.5
}

***

No. 2
{
  "formula": "C24H23NO",
  "method": "ωB97M-V with the def2-TZVPD basis set",
  "species": ["C", "C", "C", "C", "C", "O", "C", "C", "H", "H", "H", "H", "H", "H", "H", "C", "N", "C", "C", "C", "C", "C", "C", "C", "C", "C", "C", "C", "C", "C", "C", "C", "C", "H", "H", "H", "H", "H", "H", "H", "H", "H", "H", "H", "H", "H", "H", "H", "H"],
  "xyz": [[-6.470, 2.211, -1.201], [-4.992, 1.991, -1.222], [-4.497, 0.674, -1.239], [-3.137, 0.417, -1.205], [-2.221, 1.503, -1.093], [-0.959, 1.424, -0.768], [-2.729, 2.822, -1.208], [-4.081, 3.065, -1.232], [-6.649, 3.279, -1.200], [-6.933, 1.772, -2.084], [-6.912, 1.769, -0.309], [-5.203, -0.164, -1.294], [-2.719, -0.584, -1.227], [-1.989, 3.612, -1.127], [-4.440, 4.099, -1.229], [4.375, 0.457, -3.413], [3.524, 0.199, -2.266], [2.182, 0.348, -2.215], [1.714, -0.016, -0.927], [0.342, -0.066, -0.575], [-0.083, -0.691, 0.691], [0.471, -1.939, 1.006], [0.155, -2.608, 2.181], [-0.760, -2.013, 3.061], [-1.083, -2.661, 4.382], [-1.379, -0.805, 2.734], [-1.028, -0.141, 1.573], [2.918, -0.329, -0.137], [3.233, -0.610, 1.185], [4.571, -0.870, 1.551], [5.616, -0.750, 0.617], [5.346, -0.423, -0.716], [4.014, -0.212, -1.026], [5.407, 0.374, -3.077], [4.232, -0.265, -4.230], [4.203, 1.471, -3.803], [1.609, 0.688, -3.064], [-0.363, 0.002, -1.431], [1.190, -2.382, 0.312], [0.613, -3.575, 2.414], [-1.880, -2.093, 4.883], [-1.407, -3.702, 4.237], [-0.194, -2.677, 5.028], [-2.142, -0.374, 3.382], [-1.457, 0.826, 1.320], [2.428, -0.663, 1.922], [4.791, -1.180, 2.571], [6.652, -0.891, 0.932], [6.121, -0.318, -1.467]],
  "lowdin_charge": [-0.079, -0.310, -0.069, -0.034, -0.406, -0.147, -0.035, -0.064, 0.064, 0.074, 0.075, 0.111, 0.100, 0.106, 0.107, -0.003, -0.083, 0.058, -0.108, 0.045, -0.183, -0.060, -0.036, -0.278, -0.059, -0.029, 0.000, -0.100, -0.014, -0.068, -0.081, -0.015, -0.167, 0.070, 0.103, 0.104, 0.150, 0.129, 0.124, 0.120, 0.075, 0.082, 0.084, 0.115, 0.116, 0.112, 0.103, 0.104, 0.099],
  "e_lumo_ev": -0.48,
  "de_lowest_ev": 0.5252,
  "homo_ev": -6.611,
  "energy_ev": -28796.1632,
  "orbital_gap_ev": 6.1
}

***

No. 3
{
  "formula": "C24H23NO6S",
  "method": "ωB97M-V with the def2-TZVPD basis set",
  "species": ["O", "C", "C", "O", "C", "C", "C", "C", "C", "C", "C", "O", "O", "C", "C", "C", "C", "C", "N", "C", "C", "S", "C", "C", "C", "C", "C", "C", "C", "C", "O", "O", "H", "H", "H", "H", "H", "H", "H", "H", "H", "H", "H", "H", "H", "H", "H", "H", "H", "H", "H", "H", "H", "H", "H"],
  "xyz": [[-1.413, 3.967, 1.542], [-0.752, 2.986, 1.225], [-1.377, 1.601, 1.283], [-0.529, 0.646, 0.689], [-0.970, -0.639, 0.584], [-0.110, -1.521, -0.087], [-0.450, -2.840, -0.245], [-1.661, -3.331, 0.257], [-2.113, -4.682, 0.152], [-3.313, -5.047, 0.663], [-4.188, -4.117, 1.338], [-5.266, -4.358, 1.817], [-3.709, -2.826, 1.434], [-2.520, -2.441, 0.924], [-2.174, -1.100, 1.087], [-3.609, -6.495, 0.422], [-2.251, -7.056, -0.039], [-1.427, -5.840, -0.504], [0.532, 3.019, 0.857], [1.264, 4.202, 0.432], [0.592, 4.862, -0.780], [0.196, 3.667, -2.099], [1.847, 3.387, -2.843], [2.780, 2.651, -1.934], [4.026, 3.180, -1.621], [4.875, 2.508, -0.758], [4.484, 1.306, -0.195], [3.244, 0.771, -0.505], [2.397, 1.436, -1.373], [1.473, 5.298, 1.511], [2.566, 5.771, 1.659], [0.416, 5.701, 2.171], [-1.570, 1.363, 2.338], [-2.342, 1.657, 0.762], [0.818, -1.138, -0.477], [0.215, -3.512, -0.764], [-2.871, -0.466, 1.608], [-3.991, -6.984, 1.317], [-4.373, -6.589, -0.354], [-2.363, -7.797, -0.827], [-1.750, -7.533, 0.804], [-0.378, -5.917, -0.216], [-1.468, -5.719, -1.590], [0.932, 2.135, 0.565], [2.267, 3.866, 0.155], [1.232, 5.642, -1.191], [-0.370, 5.291, -0.500], [2.249, 4.357, -3.137], [1.630, 2.803, -3.738], [4.331, 4.123, -2.050], [5.839, 2.930, -0.520], [5.142, 0.787, 0.485], [2.941, -0.169, -0.066], [1.427, 1.028, -1.622], [-0.411, 5.175, 1.954]],
  "lowdin_charge": [0.063, -0.429, -0.076, -0.045, -0.237, 0.006, 0.002, -0.099, -0.106, -0.086, -0.389, 0.133, 0.137, -0.169, 0.082, -0.113, -0.155, -0.115, 0.133, -0.241, -0.389, 0.897, -0.408, -0.318, -0.048, -0.070, -0.079, -0.080, -0.085, -0.513, 0.116, 0.133, 0.153, 0.152, 0.097, 0.119, 0.125, 0.121, 0.126, 0.107, 0.112, 0.118, 0.128, 0.117, 0.132, 0.099, 0.081, 0.080, 0.082, 0.117, 0.107, 0.104, 0.096, 0.102, 0.076],
  "e_lumo_ev": 0.03,
  "de_lowest_ev": 0.0000,
  "smiles": "O=C(COc1ccc2c3c(c(=O)oc2c1)CCC3)N[C@@H](CSCc1ccccc1)C(=O)O",
  "homo_ev": -8.629,
  "energy_ev": -49873.3399,
  "orbital_gap_ev": 8.7
}

***

No. 4
{
  "formula": "C24H24BN4O2Pd",
  "method": "ωB97M-V with the def2-TZVPD basis set",
  "species": ["Pd", "C", "C", "C", "C", "C", "C", "C", "C", "N", "C", "O", "C", "C", "C", "C", "C", "N", "C", "O", "N", "C", "C", "C", "C", "C", "C", "C", "C", "H", "H", "H", "H", "H", "H", "H", "H", "H", "H", "H", "H", "H", "H", "H", "H", "H", "H", "H", "H", "H", "B", "C", "N", "H", "H", "H"],
  "xyz": [[-0.309, -0.331, -0.172], [-3.187, -0.671, 2.851], [-2.567, 0.693, 2.945], [-2.546, 1.388, 4.147], [-1.931, 2.626, 4.242], [-1.321, 3.179, 3.128], [-1.324, 2.510, 1.909], [-0.655, 3.105, 0.703], [-1.965, 1.273, 1.827], [-1.935, 0.574, 0.590], [-3.067, 0.436, -0.124], [-4.199, 0.823, 0.149], [-2.804, -0.265, -1.445], [-3.765, -0.634, -2.365], [-3.358, -1.334, -3.496], [-2.021, -1.668, -3.675], [-1.112, -1.265, -2.713], [-1.525, -0.555, -1.672], [0.376, -1.545, -2.736], [0.838, -2.182, -3.680], [1.022, -0.986, -1.693], [2.434, -0.885, -1.830], [2.951, -0.020, -2.808], [2.038, 0.804, -3.673], [4.327, 0.096, -2.951], [5.191, -0.624, -2.140], [4.668, -1.462, -1.171], [3.293, -1.605, -0.999], [2.771, -2.548, 0.042], [-3.381, -1.073, 3.845], [-2.518, -1.358, 2.328], [-4.125, -0.631, 2.294], [-2.996, 0.938, 5.024], [-1.908, 3.150, 5.189], [-0.822, 4.139, 3.202], [-0.203, 4.066, 0.949], [-1.368, 3.254, -0.111], [0.129, 2.446, 0.323], [-4.797, -0.379, -2.167], [-4.091, -1.637, -4.234], [-1.660, -2.240, -4.518], [1.185, 1.172, -3.102], [1.647, 0.210, -4.503], [2.575, 1.660, -4.085], [4.721, 0.769, -3.705], [6.263, -0.531, -2.261], [5.332, -2.032, -0.532], [3.600, -3.065, 0.527], [2.107, -3.293, -0.401], [2.202, -2.041, 0.816], [1.464, -0.409, 4.171], [0.974, -0.407, 2.667], [0.623, -0.406, 1.569], [2.661, -0.615, 4.153], [1.200, 0.681, 4.632], [0.866, -1.298, 4.742]],
  "lowdin_charge": [1.010, -0.036, -0.208, -0.050, -0.090, -0.056, -0.215, -0.048, -0.218, -0.034, -0.486, 0.038, -0.152, 0.011, -0.039, 0.013, -0.160, -0.002, -0.507, 0.035, -0.010, -0.196, -0.209, -0.044, -0.066, -0.101, -0.062, -0.205, -0.042, 0.074, 0.077, 0.075, 0.104, 0.095, 0.102, 0.071, 0.080, 0.055, 0.119, 0.106, 0.118, 0.075, 0.079, 0.072, 0.101, 0.092, 0.101, 0.073, 0.083, 0.039, -0.432, -0.191, -0.013, -0.009, -0.007, -0.007],
  "e_lumo_ev": 2.20,
  "charge": -1,
  "de_lowest_ev": 0.3360,
  "homo_ev": -5.632,
  "energy_ev": -39493.5966,
  "orbital_gap_ev": 7.8
}